Entry 1:
{
  "formula": "H21O10",
  "method": "ωB97M-V/def2-TZVPD",
  "lumo_energy_ev": -3.1205,
  "e_tot_ev": -20809.4645,
  "homo_ev": -14.23,
  "e_above_lowest_kj_mol": 131.6,
  "charge": 1,
  "spin_multiplicity": 1,
  "elements": ["O", "H", "H", "O", "H", "H", "O", "H", "H", "O", "H", "H", "O", "H", "H", "O", "H", "H", "O", "H", "H", "O", "H", "H", "O", "H", "O", "H", "H", "H", "H"],
  "positions_angstrom": [[0.774, 2.049, 1.769], [1.582, 2.422, 1.391], [-0.902, 1.547, 0.443], [0.050, -3.526, -0.059], [-0.667, -4.110, 0.222], [-0.331, -2.763, 0.372], [-2.818, 0.038, -1.304], [-1.423, 0.991, 1.880], [-2.129, -0.079, -1.969], [-0.410, 1.235, -1.344], [0.329, 0.780, -0.935], [-0.197, 1.258, -2.283], [-0.839, 0.361, 3.176], [0.690, 4.006, -1.207], [0.090, 0.359, 2.893], [0.998, -1.829, 2.102], [1.650, -2.152, 1.468], [-0.901, -0.601, 3.314], [2.140, -1.248, -0.870], [1.226, -2.474, 2.784], [2.802, -1.914, -0.806], [-0.209, -1.296, -3.102], [0.738, -1.291, -2.951], [2.318, -0.391, -0.547], [-1.697, 1.242, 0.927], [0.438, 2.787, 2.298], [1.407, 3.489, -1.575], [1.376, 3.463, -2.527], [-0.677, -2.034, -2.712], [-3.345, -0.769, -1.318], [-2.064, 0.447, 0.469]],
  "mulliken_charge": [-0.642, 0.266, 0.454, -0.576, 0.300, 0.271, -0.678, 0.579, 0.344, -0.643, 0.272, 0.277, -0.690, 0.321, 0.366, -0.550, 0.262, 0.360, -0.523, 0.308, 0.267, -0.594, 0.282, 0.270, -0.319, 0.323, -0.602, 0.294, 0.308, 0.318, 0.375]
}


Entry 2:
{
  "formula": "H21O10",
  "method": "ωB97M-V/def2-TZVPD",
  "lumo_energy_ev": -3.1577,
  "e_tot_ev": -20809.0498,
  "homo_ev": -13.89,
  "e_above_lowest_kj_mol": 171.6,
  "charge": 1,
  "spin_multiplicity": 1,
  "elements": ["O", "H", "H", "O", "H", "H", "O", "H", "H", "O", "H", "H", "O", "H", "H", "O", "H", "H", "O", "H", "H", "O", "H", "H", "O", "H", "O", "H", "H", "H", "H"],
  "positions_angstrom": [[0.431, 1.331, -0.059], [0.617, 1.277, -1.245], [-1.923, 2.147, -0.132], [-2.779, 2.335, -0.498], [0.787, 0.163, 2.506], [1.001, -2.352, 2.065], [0.786, -3.134, 2.600], [0.560, 2.148, 0.506], [1.416, -2.958, 3.306], [1.267, 2.421, 2.080], [2.095, 2.644, 2.518], [0.622, 3.065, 2.292], [0.352, 0.855, -2.414], [-2.865, 1.292, 1.542], [0.595, -0.069, -2.247], [-1.978, -1.105, -2.723], [-1.790, -2.030, -2.863], [-0.596, 0.705, -2.598], [0.870, -0.435, 1.751], [-2.936, -1.120, -2.607], [-0.023, -0.746, 1.583], [2.307, -0.297, -1.091], [1.823, -0.732, -0.388], [0.960, 0.639, 0.435], [0.675, -3.136, -1.224], [-2.974, 3.216, -0.810], [-1.949, 1.000, 1.493], [-1.960, 0.222, 0.932], [2.965, 0.345, -0.818], [0.563, -3.501, -2.105], [1.560, -3.407, -0.966]],
  "mulliken_charge": [-0.468, 0.564, 0.380, -0.647, 0.284, 0.301, -0.626, 0.442, 0.313, -0.591, 0.264, 0.286, -0.526, 0.316, 0.370, -0.579, 0.291, 0.385, -0.734, 0.301, 0.406, -0.638, 0.359, 0.285, -0.601, 0.290, -0.649, 0.326, 0.291, 0.290, 0.317]
}


Entry 3:
{
  "formula": "H21O10",
  "method": "ωB97M-V/def2-TZVPD",
  "lumo_energy_ev": [-6.5594, -14.0084],
  "e_tot_ev": -20795.1201,
  "homo_ev": [-17.70, -17.29],
  "e_above_lowest_kj_mol": 92.2,
  "charge": 2,
  "spin_multiplicity": 2,
  "elements": ["O", "H", "H", "O", "H", "H", "O", "H", "H", "O", "H", "H", "O", "H", "H", "O", "H", "H", "O", "H", "H", "O", "H", "H", "O", "H", "O", "H", "H", "H", "H"],
  "positions_angstrom": [[1.702, -0.433, -2.143], [2.299, 0.284, -2.426], [0.090, -2.459, 1.342], [0.875, -2.366, 1.928], [-0.675, 1.421, 0.563], [-2.105, 0.715, -0.216], [-1.611, 1.015, 0.713], [2.032, -0.816, -1.314], [0.741, 2.772, 1.384], [-0.850, 3.821, 1.129], [-1.492, 3.592, 0.450], [-1.180, 3.857, 2.041], [-1.182, 1.063, -3.588], [-1.388, -3.027, -0.874], [-0.584, 1.576, -4.138], [-2.412, -0.029, -1.428], [-2.508, 0.724, -2.084], [-0.864, 0.241, -4.025], [0.750, 2.001, 0.780], [-3.301, -0.421, -1.370], [0.958, 1.216, 1.417], [1.381, 0.191, 2.475], [1.467, -0.793, 2.465], [-1.535, 0.079, 1.014], [3.518, -1.489, 0.195], [1.349, -3.054, 1.432], [-1.233, -2.657, 0.008], [-1.952, -3.148, 0.430], [0.857, 0.387, 3.265], [3.439, -2.031, 0.998], [3.414, -2.234, -0.421]],
  "mulliken_charge": [-0.396, 0.378, 0.347, -0.650, 0.539, 0.480, -0.507, 0.355, 0.412, -0.511, 0.350, 0.394, -0.609, 0.299, 0.307, -0.658, 0.382, 0.314, -0.505, 0.375, 0.433, -0.633, 0.384, 0.403, -0.651, 0.316, -0.678, 0.346, 0.354, 0.297, 0.334]
}


Entry 4:
{
  "formula": "H21O11",
  "method": "ωB97M-V/def2-TZVPD",
  "lumo_energy_ev": 3.0590,
  "e_tot_ev": -22863.7255,
  "homo_ev": -6.24,
  "e_above_lowest_kj_mol": 309.6,
  "charge": -1,
  "spin_multiplicity": 1,
  "elements": ["O", "H", "H", "O", "H", "H", "O", "H", "H", "O", "H", "H", "O", "H", "H", "O", "H", "H", "O", "H", "O", "H", "H", "O", "H", "H", "O", "H", "H", "O", "H", "H"],
  "positions_angstrom": [[-3.319, 1.389, -1.547], [-2.495, 1.339, -0.959], [-4.160, 1.056, -1.250], [2.584, 1.062, -4.198], [3.375, 0.915, -3.605], [2.190, 1.726, -3.706], [1.977, 2.413, -1.423], [-0.154, -2.119, 2.951], [-2.792, 0.324, 2.263], [2.049, -2.637, 0.017], [2.006, -2.820, 0.836], [1.377, -2.605, -0.562], [-0.877, 1.181, -0.547], [-0.999, 0.415, 0.093], [1.627, -0.072, 0.474], [-3.601, 0.732, 2.862], [-3.948, 1.068, 2.051], [3.120, -0.671, -0.015], [2.477, 0.080, -0.027], [2.523, 1.675, -1.067], [0.237, -1.969, 2.063], [1.073, 2.015, -1.445], [-0.642, -1.509, 1.603], [1.888, -0.337, 2.850], [1.257, -1.022, 2.811], [1.819, 0.284, 3.496], [-1.859, -0.377, 1.325], [-0.324, 1.721, 0.090], [-2.456, -1.021, 1.042], [-1.193, -0.959, -1.881], [-0.703, -0.181, -2.288], [-2.056, -1.094, -2.308]],
  "mulliken_charge": [-0.677, 0.423, 0.271, -0.640, 0.300, 0.342, -0.665, 0.305, 0.393, -0.551, 0.237, 0.282, -0.729, 0.427, 0.319, -0.734, 0.266, 0.272, -0.616, 0.369, -0.724, 0.303, 0.359, -0.609, 0.401, 0.228, -1.099, 0.325, 0.237, -0.593, 0.312, 0.268]
}


Entry 5:
{
  "formula": "H21O11",
  "method": "ωB97M-V/def2-TZVPD",
  "lumo_energy_ev": 2.8441,
  "e_tot_ev": -22862.9706,
  "homo_ev": -6.08,
  "e_above_lowest_kj_mol": 382.4,
  "charge": -1,
  "spin_multiplicity": 1,
  "elements": ["O", "H", "H", "O", "H", "H", "O", "H", "H", "O", "H", "H", "O", "H", "H", "O", "H", "H", "O", "H", "O", "H", "H", "O", "H", "H", "O", "H", "H", "O", "H", "H"],
  "positions_angstrom": [[-1.573, 2.481, -3.933], [-1.057, 1.851, -3.612], [-2.331, 2.678, -3.363], [-3.708, -2.576, -1.891], [-3.593, -1.657, -2.250], [-2.984, -2.798, -1.290], [0.033, -2.521, -2.260], [2.289, 1.241, 2.969], [0.150, 3.511, 1.666], [0.753, -2.232, 2.804], [1.190, -1.644, 3.215], [0.021, -2.062, 2.337], [-0.433, 0.752, -1.964], [-0.084, 1.054, -1.116], [1.116, -0.286, -1.131], [0.791, 2.925, 1.837], [0.889, 1.997, 1.497], [1.333, -1.201, 0.060], [1.835, -0.503, -0.470], [-0.017, -1.602, -1.953], [1.727, 0.590, 3.081], [0.760, -2.852, -1.775], [0.852, 0.781, 2.627], [2.576, 1.887, 0.460], [2.561, 0.935, 0.644], [3.297, 2.319, 0.911], [-0.131, 0.466, 1.044], [-1.083, 0.058, -1.877], [-0.945, 0.939, 1.500], [-1.737, -1.455, 1.068], [-2.433, -1.139, 1.643], [-0.996, -0.641, 1.089]],
  "mulliken_charge": [-0.589, 0.333, 0.288, -0.645, 0.311, 0.328, -0.604, 0.293, 0.219, -0.592, 0.271, 0.325, -0.743, 0.366, 0.218, -0.622, 0.198, 0.337, -0.660, 0.248, -0.624, 0.331, 0.332, -0.559, 0.366, 0.255, -0.617, 0.294, 0.146, -0.727, 0.228, 0.296]
}


Entry 6:
{
  "formula": "H22HeO11",
  "method": "ωB97M-V/def2-TZVPD",
  "lumo_energy_ev": -0.4658,
  "e_tot_ev": -22959.1982,
  "homo_ev": -10.17,
  "e_above_lowest_kj_mol": 85.9,
  "charge": 0,
  "spin_multiplicity": 1,
  "elements": ["He", "O", "H", "H", "O", "H", "H", "O", "H", "H", "O", "H", "H", "O", "H", "H", "O", "H", "H", "O", "H", "H", "O", "H", "H", "O", "H", "H", "O", "H", "H", "O", "H", "H"],
  "positions_angstrom": [[0.389, -0.137, 0.008], [-2.471, -2.440, 1.248], [-1.990, -1.638, 1.454], [-2.189, -3.067, 1.913], [3.296, -0.402, 1.204], [2.653, -0.994, 1.594], [3.998, -0.977, 0.898], [1.214, -2.081, 1.947], [0.839, -2.603, 1.238], [0.613, -1.342, 2.045], [-0.017, 0.882, -3.051], [-0.240, 1.696, -2.600], [-0.729, 0.753, -3.678], [-0.307, -2.043, -3.051], [-0.092, -1.110, -3.068], [0.352, -2.451, -3.612], [2.911, 2.212, 0.120], [3.060, 1.322, 0.440], [2.075, 2.470, 0.511], [-3.094, 1.182, -0.422], [-3.238, 0.482, -1.059], [-3.537, 0.880, 0.371], [0.447, 3.658, 0.871], [-0.141, 3.151, 1.430], [0.889, 4.260, 1.470], [-1.013, 2.604, -1.321], [-0.517, 2.918, -0.565], [-1.718, 2.078, -0.944], [-1.014, -0.223, 2.328], [-1.040, -0.360, 3.275], [-0.765, 0.695, 2.225], [0.377, -3.007, -0.709], [0.901, -3.762, -0.975], [0.096, -2.607, -1.532]],
  "mulliken_charge": [0.019, -0.616, 0.332, 0.294, -0.666, 0.407, 0.263, -0.690, 0.351, 0.365, -0.696, 0.369, 0.292, -0.715, 0.420, 0.331, -0.627, 0.428, 0.298, -0.681, 0.306, 0.289, -0.745, 0.297, 0.300, -0.679, 0.411, 0.415, -0.625, 0.302, 0.236, -0.612, 0.234, 0.390]
}


Entry 7:
{
  "formula": "H22KrO11",
  "method": "ωB97M-V/def2-TZVPD",
  "lumo_energy_ev": -0.3921,
  "e_tot_ev": -97810.0836,
  "homo_ev": -10.24,
  "e_above_lowest_kj_mol": 31.9,
  "charge": 0,
  "spin_multiplicity": 1,
  "elements": ["Kr", "O", "H", "H", "O", "H", "H", "O", "H", "H", "O", "H", "H", "O", "H", "H", "O", "H", "H", "O", "H", "H", "O", "H", "H", "O", "H", "H", "O", "H", "H", "O", "H", "H"],
  "positions_angstrom": [[-0.573, 0.136, -0.514], [0.904, -2.703, -2.359], [0.481, -2.495, -3.192], [0.851, -3.657, -2.294], [-3.408, -2.541, -0.498], [-3.548, -2.217, -1.387], [-2.567, -2.996, -0.537], [1.887, 2.222, -0.013], [2.012, 1.275, 0.050], [2.735, 2.593, 0.231], [-3.601, 0.325, 0.950], [-3.202, -0.455, 0.565], [-4.126, 0.700, 0.243], [0.710, -2.877, 0.577], [0.322, -2.401, -0.157], [0.118, -2.708, 1.311], [2.820, -0.370, 0.098], [3.727, -0.434, 0.398], [2.835, -0.727, -0.790], [-2.071, 3.523, -0.962], [-1.504, 3.397, -0.201], [-1.525, 3.995, -1.591], [1.242, 0.035, 2.607], [0.319, 0.171, 2.395], [1.644, -0.218, 1.775], [-1.491, 0.845, 2.688], [-2.324, 0.825, 2.218], [-1.045, 1.623, 2.353], [-0.621, 3.163, 1.408], [0.047, 2.756, 0.856], [-0.261, 4.023, 1.626], [3.137, -1.219, -2.640], [3.785, -1.923, -2.618], [2.293, -1.667, -2.599]],
  "mulliken_charge": [0.021, -0.642, 0.321, 0.292, -0.633, 0.318, 0.307, -0.651, 0.366, 0.266, -0.629, 0.302, 0.313, -0.575, 0.203, 0.336, -0.548, 0.227, 0.318, -0.651, 0.432, 0.296, -0.616, 0.328, 0.347, -0.685, 0.348, 0.408, -0.776, 0.366, 0.290, -0.725, 0.309, 0.417]
}


Entry 8:
{
  "formula": "H22NO9",
  "method": "ωB97M-V/def2-TZVPD",
  "lumo_energy_ev": -3.1585,
  "e_tot_ev": -20266.3309,
  "homo_ev": -13.60,
  "e_above_lowest_kj_mol": 477.6,
  "charge": 1,
  "spin_multiplicity": 1,
  "elements": ["N", "H", "H", "H", "H", "O", "H", "H", "O", "H", "H", "O", "H", "H", "O", "H", "H", "O", "H", "H", "O", "H", "H", "O", "H", "H", "O", "H", "H", "O", "H", "H"],
  "positions_angstrom": [[30.261, 5.208, 7.603], [30.695, 4.361, 7.388], [30.639, 5.946, 7.105], [30.409, 5.361, 8.459], [29.350, 4.858, 7.217], [32.457, 4.530, 5.532], [33.307, 4.937, 5.466], [32.654, 3.620, 5.446], [30.970, 7.039, 4.568], [30.781, 7.736, 5.212], [31.852, 6.708, 4.703], [33.150, 5.543, 8.840], [33.491, 4.617, 8.357], [33.641, 6.308, 8.709], [27.179, 6.448, 7.187], [26.970, 7.219, 7.564], [26.430, 6.041, 7.593], [28.049, 3.602, 5.617], [27.727, 4.459, 5.428], [27.549, 3.387, 6.305], [28.264, 4.580, 9.749], [28.205, 4.936, 10.557], [27.441, 5.046, 9.359], [30.402, 8.837, 6.718], [30.252, 8.606, 7.637], [30.220, 9.748, 6.531], [30.225, 7.926, 9.289], [30.972, 7.596, 9.874], [29.575, 8.287, 9.748], [30.962, 1.983, 8.297], [30.090, 1.909, 8.151], [31.406, 1.873, 7.504]],
  "mulliken_charge": [-0.011, 0.196, 0.269, 0.364, 0.113, -0.558, 0.307, 0.266, -0.618, 0.366, 0.292, -0.627, 0.332, 0.313, -0.512, 0.231, 0.293, -0.605, 0.323, 0.297, -0.560, 0.266, 0.293, -0.643, 0.375, 0.290, -0.600, 0.306, 0.242, -0.598, 0.292, 0.307]
}